# 1
# C14H25I2O4P2STb

C14H25I2O4P2STb as an isolated structure (the ωB97M-V functional and the def2-TZVPD basis, the Open Molecules 2025 dataset).

Values from the calculation:
E_HOMO (alpha / beta) = -13.4 / -13.4 eV
<S²> = 12.699
Kohn-Sham gap (alpha / beta) = 5.9 / 6.1 eV
Net charge = +2
Spin multiplicity = 7

The geometry in XYZ format:
```
49
Properties=species:S:1:pos:R:3:forces:R:3:mulliken_spin:R:1
I -2.1658 5.2629 -6.4746 -0.050 -0.476 -0.253 0.000
I -2.4084 2.8696 -7.6986 0.049 0.484 0.245 0.000
Tb -0.3854 1.1446 -0.8585 0.224 -0.636 1.241 6.033
P 1.7756 1.1170 -2.3386 1.755 -0.209 -0.234 -0.034
C 2.2678 1.9592 -3.8558 -0.010 0.260 -0.445 -0.002
C 2.7025 1.8983 -0.9430 -0.129 0.118 -0.121 0.004
H 3.7748 1.7916 -1.1298 -0.077 0.058 0.066 -0.001
H 3.5166 -0.5766 -2.4908 -0.214 0.000 0.015 0.000
H 2.4718 1.4237 0.0269 0.083 0.117 -0.364 0.004
H 2.1670 -1.1159 -1.4322 0.096 0.234 -0.333 0.000
H 1.9381 3.0158 -3.8053 0.214 -0.511 -0.083 0.000
H 2.4642 2.9711 -0.8836 0.121 -0.224 0.030 0.002
C 2.4272 -0.5873 -2.3640 -0.145 -0.156 -0.202 -0.001
H 3.3616 1.9247 -4.0112 -0.509 -0.014 0.084 -0.001
H 1.9652 -1.1167 -3.2106 0.210 0.045 0.256 0.000
H 1.7548 1.4727 -4.7088 0.323 0.275 0.361 0.000
P -3.0448 0.9394 -0.9595 -1.978 -0.404 0.847 -0.033
C -4.3372 1.6919 -1.9911 0.010 0.271 -0.443 -0.002
C -3.5449 -0.7954 -0.6875 0.138 -0.288 -0.248 0.000
H -2.5919 1.2482 1.4542 -0.258 0.066 -0.228 0.003
H -4.2987 1.5389 1.0314 0.156 0.026 -0.016 -0.001
H -3.0762 2.7738 0.6466 -0.107 -0.133 0.082 0.001
C -3.2638 1.6933 0.7071 0.126 0.277 -0.162 0.003
H -2.8418 -1.3052 -0.0146 -0.192 0.216 -0.165 -0.001
H -4.5518 -0.8530 -0.2560 0.189 0.139 -0.106 0.000
H -5.3487 1.5769 -1.5663 0.492 -0.071 -0.023 -0.001
H -4.3174 1.2273 -2.9920 -0.051 0.208 0.358 0.000
H -3.5404 -1.3153 -1.6546 -0.052 0.044 0.231 0.000
H -4.1260 2.7696 -2.1019 -0.131 -0.387 -0.010 0.000
C -1.1358 2.0582 -3.2116 -0.783 1.581 -2.743 -0.008
O -1.4340 2.5429 -4.2001 0.743 -1.380 2.543 -0.001
C 2.4454 -3.9878 5.4775 0.138 -0.163 0.064 0.000
C 1.9933 -3.0318 4.4058 -0.040 -0.401 0.284 0.000
C 1.8668 -1.6604 4.7053 -0.161 -0.307 -0.440 0.000
C 1.3425 -0.8037 3.7474 0.167 0.483 -0.151 0.000
C 0.9942 -1.3066 2.4870 -0.111 -0.383 0.125 -0.001
C 1.1635 -2.6610 2.1883 -0.104 0.251 -0.570 -0.001
C 1.6674 -3.5322 3.1346 0.009 0.365 0.207 0.000
S -0.1473 -0.4248 1.4792 0.936 -0.674 0.380 0.052
O -1.4509 -0.5897 2.0505 0.241 0.498 -0.332 -0.004
O 0.3112 1.0257 1.2886 -0.781 -0.438 0.117 -0.002
O -0.0888 -0.9437 0.0318 -0.254 0.848 0.294 -0.009
H 3.4526 -3.7094 5.8274 -0.353 -0.168 -0.032 0.000
H 1.7590 -3.9594 6.3418 0.308 0.023 -0.336 0.000
H 2.4733 -5.0189 5.0900 0.044 0.422 0.241 0.000
H 2.1384 -1.2977 5.7055 -0.110 -0.109 -0.562 0.000
H 1.2453 0.2646 3.9363 -0.136 -0.242 0.152 0.000
H 0.9020 -3.0117 1.1971 -0.116 -0.124 0.079 0.000
H 1.7577 -4.5979 2.8806 0.077 0.589 0.302 0.000
```
Positions in Å, forces in eV/Å.



# 2
# C14H25N2OPdS3SbSi2

C14H25N2OPdS3SbSi2 as an isolated structure (the ωB97M-V functional and the def2-TZVPD basis, the Open Molecules 2025 dataset).

Values from the calculation:
E_HOMO (alpha / beta) = -3.2 / -3.9 eV
<S²> = 0.758
Kohn-Sham gap (alpha / beta) = 3.9 / 4.6 eV
Energy above the lowest of the compared OMol25 structures with the same formula, charge and spin = 283.0 kJ/mol
Net charge = -1
Spin multiplicity = 2

The geometry in XYZ format:
```
49
Properties=species:S:1:pos:R:3:forces:R:3:mulliken_spin:R:1
Pd -1.0252 0.6007 -0.5190 0.857 -0.266 -0.664 0.063
S -2.3988 5.8776 -0.8383 0.011 -0.061 -0.034 0.241
Sb -0.8871 4.7161 -2.0600 -0.025 0.034 -0.059 0.681
S -1.9069 2.3513 -1.8249 -0.215 0.090 0.139 -0.013
S -0.7760 1.0626 -2.9311 0.039 -0.007 0.127 -0.009
C -1.7879 -3.7398 0.6464 0.078 0.084 0.001 0.001
Si -1.1289 -2.7296 -0.7976 -0.339 -0.244 -0.333 0.001
C -2.5720 -2.2090 -1.8810 0.034 -0.114 0.096 -0.001
C -0.0584 -3.8007 -1.9285 -0.017 0.079 0.035 -0.001
N -0.2616 -1.3143 -0.2179 0.385 0.424 0.563 0.011
C 0.9312 -1.3798 0.3775 -0.485 0.353 -0.320 0.002
C 1.5650 -2.6058 0.7327 0.445 -0.365 0.147 0.003
C 2.8059 -2.6464 1.2986 -0.417 -0.217 -0.164 -0.004
C 3.5204 -1.4501 1.5360 0.010 0.453 -0.026 0.002
C 2.9496 -0.2494 1.2427 0.337 -0.224 0.167 -0.003
C 1.6333 -0.1350 0.6866 -0.201 0.313 -0.010 -0.001
N 1.0499 1.0173 0.4154 -0.365 -0.758 -0.123 -0.009
Si 1.5761 2.6509 0.7171 0.022 0.494 0.001 -0.029
C 2.8105 2.9053 2.1327 -0.019 -0.005 -0.030 -0.003
C 0.0669 3.6119 1.2645 0.112 0.059 0.017 0.046
C 2.3870 3.2592 -0.8654 -0.067 -0.086 0.058 0.048
H -2.4017 -4.5687 0.2812 0.022 0.035 -0.026 0.000
H -2.4105 -3.1012 1.2787 0.032 -0.008 -0.046 0.000
H -0.9948 -4.1563 1.2704 -0.028 -0.004 -0.001 0.000
H -2.6798 -2.9370 -2.6909 -0.024 -0.017 0.042 0.000
H -2.3976 -1.2348 -2.3381 0.026 0.015 -0.021 0.000
H -3.5161 -2.1805 -1.3317 0.053 0.036 -0.001 0.000
H -0.6495 -4.6664 -2.2451 0.017 0.028 0.017 0.000
H 0.8750 -4.1652 -1.5011 -0.022 0.010 0.011 0.000
H 0.1881 -3.2287 -2.8278 -0.004 0.002 0.028 0.000
H 1.0368 -3.5340 0.5706 -0.003 0.010 -0.012 0.000
H 3.2433 -3.6013 1.5643 -0.012 0.012 0.007 0.000
H 4.5186 -1.4885 1.9549 -0.010 0.001 -0.006 0.000
H 3.4985 0.6607 1.4232 0.026 0.029 0.027 0.000
H 2.5299 2.3253 3.0162 0.017 0.013 -0.018 0.000
H 2.7739 3.9643 2.4103 -0.025 -0.042 -0.015 -0.001
H 3.8473 2.6741 1.8806 -0.012 -0.010 -0.007 0.000
H -0.0916 3.4517 2.3358 0.007 -0.040 -0.013 -0.001
H -0.8416 3.3134 0.7467 -0.015 -0.036 -0.008 -0.004
H 0.1885 4.6866 1.1014 0.031 -0.045 0.048 -0.008
H 3.3792 2.8085 -0.9685 -0.014 -0.010 0.010 0.008
H 2.4982 4.3465 -0.8754 -0.008 -0.032 0.032 -0.012
H 1.7935 2.9715 -1.7361 0.018 -0.004 0.028 -0.017
C -4.1010 0.4665 -0.4083 0.083 0.062 -0.103 0.005
C -2.7824 0.1236 0.2540 -0.175 0.202 0.087 -0.002
O -2.7526 -0.4403 1.3112 -0.160 -0.242 0.348 0.005
H -4.8879 -0.1555 0.0167 -0.016 -0.049 0.037 0.000
H -4.0505 0.3566 -1.4891 0.017 0.040 0.005 -0.001
H -4.3063 1.5161 -0.1904 0.000 0.010 -0.036 -0.001
```
Positions in Å, forces in eV/Å.



# 3
# C14H25N3

A 3-piece molecular cluster, C14H25N3 overall (the ωB97M-V functional and the def2-TZVPD basis, the Open Molecules 2025 dataset).

Values from the calculation:
E_HOMO = -8.2 eV
Kohn-Sham gap = 9.0 eV
SMILES = c1cc[nH]c1.c1cc[nH]c1.CCN(CC)CC
Energy above the lowest of the compared OMol25 structures with the same formula, charge and spin = 18.5 kJ/mol
Net charge = 0

The geometry in XYZ format:
```
42
Properties=species:S:1:pos:R:3:forces:R:3:lowdin_charge:R:1
C -1.9089 -3.0532 2.6836 0.236 0.105 -0.224 -0.121
C -2.8681 -2.8819 1.6426 0.149 0.208 0.091 -0.101
C -3.5109 -4.0778 1.4738 0.144 0.077 0.153 -0.135
N -2.9817 -4.9574 2.3783 0.247 -0.179 -0.063 0.000
C -1.9789 -4.3504 3.0931 -0.647 -0.427 0.213 -0.143
H -1.2108 -2.3322 3.0739 -0.155 0.176 0.011 0.071
H -3.0556 -1.9706 1.1003 -0.036 -0.033 -0.054 0.091
H -4.2873 -4.3659 0.7879 -0.029 -0.039 0.008 0.106
H -3.2021 -5.9345 2.4465 -0.106 0.057 -0.032 0.143
H -1.5189 -4.8843 3.9072 0.224 0.071 -0.064 0.107
C 2.3829 -0.2905 1.7893 0.143 0.091 -0.261 -0.113
C 3.3716 -1.2527 1.4388 -0.033 -0.412 0.421 -0.106
C 2.8744 -2.4805 1.7964 0.074 0.140 -0.163 -0.143
N 1.6391 -2.2990 2.3562 -0.066 -0.114 -0.234 0.011
C 1.3268 -0.9670 2.3344 -0.018 0.094 -0.111 -0.151
H 2.4133 0.7676 1.5900 0.070 0.036 0.165 0.078
H 4.3750 -1.1198 1.0697 -0.104 0.268 -0.194 0.088
H 3.3074 -3.4555 1.6536 -0.072 -0.067 0.149 0.104
H 0.9689 -3.0337 2.5058 0.023 0.015 0.121 0.123
H 0.3793 -0.5950 2.6834 -0.033 -0.058 0.033 0.098
C 0.0288 4.7101 -2.9079 0.082 0.487 -0.002 -0.091
C 0.6746 3.3361 -2.8976 0.265 -0.181 -0.191 -0.274
N 0.1132 2.4478 -1.8844 -0.147 -0.010 -0.321 -0.197
C 0.3165 1.0538 -2.2498 -0.159 -0.177 0.042 -0.268
C -0.6411 0.5728 -3.3326 0.111 -0.189 0.107 -0.085
C 0.6707 2.7807 -0.5879 0.361 -0.018 0.249 -0.266
C -0.0705 2.1661 0.5970 -0.042 0.020 -0.573 -0.085
H -1.0423 4.6332 -2.7237 -0.013 -0.094 -0.037 0.077
H 0.1701 5.2148 -3.8666 0.029 -0.131 -0.025 0.069
H 0.4456 5.3924 -2.1616 -0.035 -0.170 0.069 0.062
H 0.5684 2.8739 -3.8800 -0.283 -0.012 0.054 0.100
H 1.7724 3.4014 -2.7703 -0.083 0.169 0.090 0.120
H 1.3626 0.8600 -2.5435 0.008 0.063 0.022 0.121
H 0.1112 0.4412 -1.3744 0.215 -0.038 0.078 0.097
H -1.6499 0.5048 -2.9275 -0.063 0.109 -0.065 0.073
H -0.6539 1.2224 -4.2041 -0.020 0.029 -0.073 0.058
H -0.3461 -0.4289 -3.6576 -0.031 0.077 -0.034 0.073
H 0.6711 3.8699 -0.5218 -0.095 -0.013 0.208 0.105
H 1.7421 2.4898 -0.5433 -0.123 -0.052 -0.005 0.118
H 0.4907 2.3412 1.5127 -0.147 0.071 0.122 0.068
H -0.1645 1.0915 0.4564 0.086 -0.096 0.175 0.045
H -1.0851 2.5596 0.6635 0.072 0.145 0.143 0.076
```
Positions in Å, forces in eV/Å.



# 4
# C14H25N4O10P2RhS

C14H25N4O10P2RhS as an isolated structure (the ωB97M-V functional and the def2-TZVPD basis, the Open Molecules 2025 dataset).

Values from the calculation:
E_HOMO (alpha / beta) = -2.5 / -5.8 eV
<S²> = 8.781
Kohn-Sham gap (alpha / beta) = 5.1 / 6.8 eV
Energy above the lowest of the compared OMol25 structures with the same formula, charge and spin = 0.0 kJ/mol
Net charge = -1
Spin multiplicity = 6

The geometry in XYZ format:
```
57
Properties=species:S:1:pos:R:3:forces:R:3:mulliken_spin:R:1
Rh -0.6732 -0.3672 -0.0397 0.189 -0.171 0.585 2.877
N 2.8657 -3.3921 -2.0686 0.018 0.337 0.411 0.000
C 2.3976 -2.5259 -0.8782 0.088 -0.119 -0.043 0.001
C 3.4368 -2.6133 0.2436 -0.009 -0.080 -0.182 -0.001
P 2.2887 -0.8170 -1.6205 0.374 -0.121 -0.498 0.025
O 3.2023 0.1072 -0.6895 -0.246 0.106 0.236 0.000
O 2.9614 -1.0354 -2.9479 -0.149 0.251 0.200 0.006
O 0.8830 -0.2751 -1.5744 -0.141 -0.083 0.183 0.077
P 0.8161 -3.2881 -0.2948 -0.027 -0.345 -0.346 0.012
O -0.0430 -3.3175 -1.6550 0.041 0.047 0.150 -0.004
O 1.2023 -4.6699 0.0765 -0.058 0.080 0.083 0.008
O 0.2005 -2.3239 0.6948 0.200 -0.036 -0.168 0.081
H 3.6825 -3.9338 -1.8181 0.119 -0.107 0.106 0.000
H 3.0833 -2.6615 -2.8058 -0.014 0.101 0.004 0.000
H 2.1413 -4.0298 -2.3823 -0.303 -0.054 0.044 0.000
H 4.4122 -2.2385 -0.0773 -0.042 0.017 -0.015 0.000
H 3.5184 -3.6456 0.5894 -0.020 0.000 -0.020 0.000
H 3.1129 -2.0041 1.0855 -0.030 0.021 -0.027 0.001
H 2.6432 0.6791 -0.1198 0.179 -0.099 -0.187 0.001
H -0.8316 -2.7107 -1.6398 0.174 -0.040 0.100 0.013
O 2.0418 2.5652 2.5282 0.288 0.030 0.316 0.001
C 1.4127 2.7838 1.5330 -0.321 -0.117 -0.082 -0.001
O 1.2915 1.8766 0.5585 0.210 -0.057 -0.227 0.025
C 0.6709 4.0910 1.2590 0.060 0.157 -0.439 0.003
N -0.0717 4.0115 -0.0039 0.492 0.128 0.072 0.001
C 0.3477 5.0946 -0.9064 0.001 -0.220 0.265 0.000
C 1.7838 5.3449 -0.4678 0.015 -0.083 0.073 0.000
C 1.6712 5.2459 1.0571 0.052 0.005 0.008 0.000
H 0.0398 4.2601 2.1266 -0.154 0.035 0.122 -0.001
H -1.0761 3.9149 0.1014 0.121 0.231 0.035 0.000
H 0.7050 2.3013 -0.1214 -0.167 0.075 -0.070 -0.003
H -0.2494 6.0008 -0.7678 -0.095 0.080 0.009 0.000
H 0.2599 4.7856 -1.9475 -0.010 -0.046 0.000 0.000
H 2.1746 6.3012 -0.8118 0.014 0.023 0.017 0.000
H 2.4300 4.5496 -0.8517 -0.008 0.047 0.004 0.000
H 1.2403 6.1674 1.4535 0.012 0.002 0.010 0.000
H 2.6143 5.0609 1.5722 -0.039 0.028 -0.039 0.000
O -1.9985 -1.5301 -1.1081 -0.220 -0.364 -0.284 0.189
N -3.1132 -2.0394 -0.4717 0.067 0.265 0.192 0.264
C -4.2988 -1.9757 -1.1822 -0.050 -0.096 -0.060 0.233
C -5.3656 -2.7166 -0.7784 -0.025 -0.065 0.051 -0.140
C -5.2776 -3.5829 0.3395 0.080 0.054 -0.020 0.456
C -4.0148 -3.6851 0.9818 -0.135 0.003 -0.076 -0.118
C -2.9537 -2.9451 0.5696 0.014 -0.084 -0.115 0.226
H -4.2900 -1.2966 -2.0217 -0.014 -0.009 0.069 0.035
H -6.2922 -2.6227 -1.3332 0.055 0.011 0.028 -0.006
H -6.1241 -4.1705 0.6664 0.045 0.032 -0.031 0.041
H -3.8725 -4.3592 1.8179 0.014 0.037 -0.035 -0.008
H -1.9645 -2.9839 1.0008 -0.039 0.030 0.020 0.054
C -0.3356 -0.5227 2.9672 -0.177 0.274 -0.108 0.007
O -0.9450 0.0782 1.8368 0.257 -0.283 0.119 0.450
H -1.0287 -0.4495 3.8057 -0.141 0.058 0.078 0.017
H 0.5805 0.0023 3.2487 0.073 0.111 -0.108 0.013
H -0.1043 -1.5719 2.8048 -0.002 -0.108 -0.148 0.007
S -3.3877 3.4099 -0.2214 -0.135 0.019 0.072 0.047
C -2.3207 2.2250 -0.5249 0.305 -0.460 -0.439 0.031
N -1.4798 1.4445 -0.7866 -0.784 0.553 0.104 0.080
```
Positions in Å, forces in eV/Å.